1.
{"formula": "C4H4BrN", "method": "ωB97M-V with the def2-TZVPD basis set", "species": ["C", "C", "Br", "C", "N", "C", "H", "H", "H", "H"], "xyz": [[0.42, -1.18, 0.20], [-0.47, 0.02, -0.02], [-2.34, -0.55, 0.13], [0.62, 1.26, 0.76], [1.08, 1.62, -0.33], [-0.26, 1.18, -0.72], [0.27, -1.97, -0.55], [0.25, -1.64, 1.16], [1.35, -0.76, 0.25], [-0.92, 2.01, -0.88]], "max_force_ev_per_a": 3.1, "homo_ev": -9.73, "de_lowest_kcal_mol": 79.9, "smiles": "C[C@@]1(Br)C2=N[C@H]21", "energy_ha": -2783.42658, "gap_ev": 10.08}

=====

2.
{"formula": "C8H38N16O11", "method": "ωB97M-V with the def2-TZVPD basis set", "species": ["N", "C", "N", "O", "H", "H", "H", "H", "N", "C", "N", "O", "H", "H", "H", "H", "N", "C", "N", "O", "H", "H", "H", "H", "N", "C", "N", "O", "H", "H", "H", "H", "N", "C", "N", "O", "H", "H", "H", "H", "N", "C", "N", "O", "H", "H", "H", "H", "N", "C", "N", "O", "H", "H", "H", "H", "N", "C", "N", "O", "H", "H", "H", "H", "O", "H", "H", "O", "H", "H", "O", "H", "H"], "xyz": [[-1.22, 2.23, 5.08], [-0.77, 1.28, 4.25], [-0.89, 0.00, 4.66], [-0.26, 1.53, 3.15], [-1.48, 2.02, 6.02], [-1.44, 3.17, 4.78], [-0.51, -0.69, 4.03], [-1.35, -0.17, 5.53], [2.21, -0.28, 4.03], [2.94, -0.50, 2.95], [3.13, 0.71, 2.30], [3.29, -1.57, 2.50], [2.05, 0.68, 4.26], [2.21, -1.01, 4.73], [3.73, 0.79, 1.50], [2.32, 1.31, 2.31], [-0.82, -5.52, -1.67], [-1.31, -4.34, -1.26], [-0.41, -3.59, -0.59], [-2.46, -3.94, -1.49], [-1.52, -6.24, -1.80], [0.12, -5.87, -1.64], [0.52, -3.99, -0.63], [-0.48, -2.61, -0.84], [0.40, 4.73, -0.92], [1.05, 3.61, -1.27], [2.15, 3.87, -1.95], [0.63, 2.45, -1.12], [-0.52, 4.55, -0.52], [0.80, 5.65, -0.93], [2.80, 3.13, -2.17], [2.08, 4.55, -2.69], [5.37, 0.69, -2.48], [4.11, 0.96, -2.81], [3.19, 0.84, -1.82], [3.73, 1.21, -3.95], [6.00, 0.56, -3.25], [5.67, 0.96, -1.55], [2.27, 0.70, -2.19], [3.37, 0.78, -0.83], [-2.78, -1.43, 0.12], [-3.98, -1.45, 0.74], [-4.80, -2.37, 0.20], [-4.38, -0.54, 1.47], [-2.11, -0.78, 0.50], [-2.50, -2.34, -0.22], [-4.47, -3.14, -0.35], [-5.78, -2.17, 0.14], [-4.06, 2.65, 0.14], [-2.84, 2.82, -0.38], [-1.92, 1.87, -0.05], [-2.60, 3.63, -1.28], [-4.64, 3.21, -0.46], [-4.36, 1.85, 0.68], [-0.98, 2.19, -0.24], [-2.10, 1.13, 0.60], [-0.53, 0.67, -3.15], [-0.10, -0.56, -2.86], [-0.92, -1.49, -3.43], [0.86, -0.90, -2.16], [-0.07, 1.30, -2.50], [-1.38, 0.83, -3.65], [-1.54, -1.13, -4.13], [-0.84, -2.45, -3.18], [0.14, -0.05, 0.59], [0.69, 0.56, 1.09], [0.49, -0.03, -0.31], [-0.29, -2.37, 2.48], [-0.88, -2.80, 1.85], [0.21, -1.73, 1.96], [2.81, -2.64, -1.67], [2.23, -1.86, -1.77], [2.71, -3.12, -2.49]], "max_force_ev_per_a": 3.2, "homo_ev": -9.09, "de_lowest_kcal_mol": 26.9, "smiles": "NC(N)=O.NC(N)=O.NC(N)=O.NC(N)=O.NC(N)=O.NC(N)=O.NC(N)=O.NC(N)=O.O.O.O", "energy_ha": -2031.68645, "gap_ev": 9.56}

=====

3.
{"formula": "C71H204N32O36", "method": "ωB97M-V with the def2-TZVPD basis set", "species": ["C", "O", "N", "N", "H", "H", "H", "H", "C", "O", "N", "N", "H", "H", "H", "H", "C", "O", "N", "N", "H", "H", "H", "H", "C", "O", "N", "N", "H", "H", "H", "H", "C", "O", "N", "N", "H", "H", "H", "H", "C", "O", "N", "N", "H", "H", "H", "H", "C", "O", "N", "N", "H", "H", "H", "H", "C", "O", "N", "N", "H", "H", "H", "H", "C", "O", "N", "N", "H", "H", "H", "H", "C", "O", "N", "N", "H", "H", "H", "H", "C", "O", "N", "N", "H", "H", "H", "H", "C", "O", "C", "C", "N", "C", "C", "O", "C", "H", "H", "H", "H", "H", "H", "H", "H", "H", "H", "H", "H", "H", "H", "H", "C", "O", "C", "C", "N", "C", "C", "O", "C", "H", "H", "H", "H", "H", "H", "H", "H", "H", "H", "H", "H", "H", "H", "H", "C", "O", "C", "C", "N", "C", "C", "O", "C", "H", "H", "H", "H", "H", "H", "H", "H", "H", "H", "H", "H", "H", "H", "H", "C", "O", "C", "C", "N", "C", "C", "O", "C", "H", "H", "H", "H", "H", "H", "H", "H", "H", "H", "H", "H", "H", "H", "H", "C", "O", "C", "C", "N", "C", "C", "O", "C", "H", "H", "H", "H", "H", "H", "H", "H", "H", "H", "H", "H", "H", "H", "H", "C", "O", "C", "C", "N", "C", "C", "O", "C", "H", "H", "H", "H", "H", "H", "H", "H", "H", "H", "H", "H", "H", "H", "H", "C", "O", "C", "C", "N", "C", "C", "O", "C", "H", "H", "H", "H", "H", "H", "H", "H", "H", "H", "H", "H", "H", "H", "H", "C", "O", "C", "C", "N", "C", "C", "O", "C", "H", "H", "H", "H", "H", "H", "H", "H", "H", "H", "H", "H", "H", "H", "H", "C", "O", "C", "C", "N", "C", "C", "O", "C", "H", "H", "H", "H", "H", "H", "H", "H", "H", "H", "H", "H", "H", "H", "H", "C", "O", "C", "C", "N", "C", "C", "O", "C", "H", "H", "H", "H", "H", "H", "H", "H", "H", "H", "H", "H", "H", "H", "H", "O", "H", "H", "O", "H", "H", "O", "H", "H", "O", "H", "H", "O", "H", "H"], "xyz": [[14.93, 28.33, -2.91], [15.57, 28.17, -1.88], [14.29, 27.40, -3.58], [14.51, 29.43, -3.34], [13.70, 27.68, -4.35], [14.38, 26.43, -3.32], [13.91, 29.49, -4.15], [14.76, 30.23, -2.78], [8.20, 34.69, -2.29], [9.23, 34.12, -1.91], [7.01, 34.35, -1.89], [8.17, 35.69, -3.10], [6.96, 33.49, -1.37], [6.16, 34.85, -2.13], [7.27, 36.14, -3.19], [9.08, 36.05, -3.36], [8.17, 34.29, -6.98], [8.52, 35.42, -6.71], [7.41, 34.04, -7.95], [8.33, 33.26, -6.16], [7.09, 33.09, -8.08], [7.17, 34.81, -8.56], [7.79, 32.45, -6.44], [8.69, 33.38, -5.22], [6.86, 24.77, -6.14], [6.72, 25.18, -7.23], [7.66, 25.34, -5.22], [6.27, 23.72, -5.61], [7.64, 25.05, -4.25], [8.26, 26.05, -5.60], [5.67, 23.09, -6.14], [6.57, 23.37, -4.71], [8.41, 26.17, -0.42], [7.80, 26.76, 0.44], [8.92, 24.98, -0.27], [8.64, 26.66, -1.58], [9.53, 24.52, -0.93], [8.89, 24.58, 0.66], [9.41, 26.09, -1.92], [8.38, 27.59, -1.85], [18.24, 24.52, -3.09], [19.20, 24.25, -3.78], [16.97, 24.45, -3.37], [18.33, 24.88, -1.82], [16.68, 24.12, -4.28], [16.27, 24.56, -2.65], [17.57, 25.37, -1.35], [19.21, 25.05, -1.35], [6.65, 28.32, -10.08], [6.30, 29.39, -9.69], [7.22, 27.44, -9.31], [6.56, 27.86, -11.33], [7.49, 26.53, -9.64], [7.36, 27.78, -8.37], [6.81, 26.92, -11.63], [6.21, 28.50, -12.03], [9.77, 21.90, -5.45], [8.99, 22.29, -4.61], [9.59, 22.12, -6.69], [10.84, 21.22, -5.17], [8.76, 22.62, -6.98], [10.34, 21.77, -7.27], [11.10, 21.06, -4.21], [11.33, 20.82, -5.96], [11.03, 37.60, -3.77], [12.01, 37.12, -3.32], [10.36, 38.66, -3.37], [10.47, 37.04, -4.81], [9.46, 38.83, -3.79], [10.66, 39.16, -2.54], [10.80, 36.14, -5.14], [9.65, 37.53, -5.14], [11.97, 35.39, 0.32], [12.41, 36.20, 1.17], [11.18, 34.43, 0.54], [12.24, 35.45, -0.96], [10.57, 34.07, -0.17], [10.91, 34.33, 1.51], [12.01, 34.74, -1.64], [12.77, 36.27, -1.24], [13.78, 32.12, -10.70], [13.25, 31.71, -11.72], [14.22, 31.32, -9.80], [13.99, 33.37, -10.46], [14.67, 31.61, -8.94], [13.97, 30.34, -9.84], [14.53, 33.71, -9.68], [13.29, 33.96, -10.89], [12.00, 22.25, 0.10], [12.72, 22.04, -1.14], [14.12, 21.75, -0.84], [14.75, 20.93, -1.94], [15.24, 21.79, -3.02], [15.09, 21.18, -4.31], [15.37, 22.24, -5.48], [16.74, 22.39, -5.52], [17.32, 23.23, -6.47], [12.21, 23.25, 0.47], [12.12, 21.55, 0.93], [10.94, 22.46, -0.05], [14.26, 21.27, 0.13], [14.50, 22.77, -0.73], [14.06, 20.15, -2.26], [15.51, 20.32, -1.46], [16.23, 21.84, -2.84], [14.06, 20.81, -4.35], [15.77, 20.36, -4.52], [14.84, 23.15, -5.19], [14.94, 21.88, -6.41], [16.84, 23.11, -7.44], [18.34, 22.87, -6.60], [17.20, 24.25, -6.11], [15.64, 17.99, -6.85], [14.33, 18.65, -6.81], [13.37, 18.15, -7.68], [12.02, 18.79, -7.41], [12.04, 20.24, -7.53], [12.10, 20.80, -8.84], [12.53, 22.30, -8.86], [11.65, 23.32, -8.50], [10.66, 23.72, -9.41], [15.99, 17.83, -7.87], [15.52, 17.04, -6.34], [16.40, 18.58, -6.33], [13.29, 17.10, -7.39], [13.64, 17.97, -8.72], [11.83, 18.73, -6.34], [11.17, 18.24, -7.82], [12.96, 20.39, -7.14], [11.09, 20.84, -9.25], [12.91, 20.33, -9.39], [12.78, 22.42, -9.91], [13.46, 22.35, -8.29], [11.01, 24.15, -10.34], [9.95, 24.39, -8.92], [10.10, 22.86, -9.78], [25.80, 34.48, -0.02], [24.41, 34.62, -0.29], [23.73, 33.39, -0.20], [22.25, 33.70, -0.06], [21.62, 34.39, -1.20], [20.22, 34.74, -0.95], [19.41, 35.31, -2.20], [18.02, 35.47, -1.92], [17.26, 35.66, -3.09], [25.87, 34.17, 1.03], [26.28, 35.45, -0.10], [26.26, 33.71, -0.63], [23.98, 32.86, 0.72], [23.92, 32.80, -1.10], [22.10, 34.34, 0.81], [21.67, 32.80, 0.13], [22.14, 35.22, -1.45], [20.13, 35.45, -0.13], [19.74, 33.83, -0.61], [19.43, 34.51, -2.93], [19.82, 36.18, -2.70], [17.60, 36.45, -3.77], [16.23, 35.92, -2.81], [17.30, 34.75, -3.68], [12.53, 26.78, -0.18], [12.40, 27.76, 0.79], [13.66, 28.38, 1.11], [13.41, 29.63, 1.93], [12.63, 30.70, 1.35], [13.00, 31.03, -0.06], [14.36, 31.77, -0.21], [14.80, 31.68, -1.56], [15.70, 32.71, -1.96], [13.11, 27.10, -1.04], [11.57, 26.38, -0.50], [12.88, 25.89, 0.35], [14.23, 28.68, 0.23], [14.17, 27.62, 1.70], [14.39, 30.01, 2.21], [12.89, 29.35, 2.85], [12.75, 31.47, 2.00], [12.23, 31.63, -0.55], [13.05, 30.11, -0.64], [15.10, 31.56, 0.56], [14.12, 32.81, 0.03], [16.10, 32.36, -2.92], [16.47, 33.02, -1.26], [15.19, 33.65, -2.17], [21.58, 27.71, -8.41], [20.84, 27.67, -7.21], [21.73, 28.08, -6.08], [20.82, 28.14, -4.79], [19.73, 29.08, -4.72], [18.97, 29.06, -3.50], [18.22, 30.41, -3.37], [19.08, 31.55, -3.57], [20.20, 31.59, -2.64], [22.11, 28.66, -8.50], [20.91, 27.77, -9.27], [22.24, 26.85, -8.57], [22.16, 29.08, -6.18], [22.63, 27.48, -6.04], [21.47, 28.18, -3.92], [20.36, 27.15, -4.75], [19.95, 30.04, -4.97], [19.62, 28.86, -2.65], [18.19, 28.30, -3.42], [17.80, 30.45, -2.36], [17.36, 30.51, -4.03], [20.46, 32.65, -2.64], [20.95, 30.86, -2.94], [19.79, 31.42, -1.64], [15.98, 32.65, -6.28], [15.99, 32.22, -7.66], [17.01, 31.21, -7.77], [16.70, 29.79, -7.14], [17.87, 28.91, -7.04], [17.51, 27.49, -6.70], [16.87, 26.73, -7.86], [15.77, 25.98, -7.41], [15.04, 25.21, -8.45], [15.88, 31.90, -5.49], [15.10, 33.28, -6.15], [16.80, 33.33, -6.07], [17.93, 31.65, -7.39], [17.22, 31.06, -8.83], [15.89, 29.20, -7.57], [16.36, 29.94, -6.11], [18.42, 29.10, -6.22], [16.83, 27.54, -5.85], [18.42, 27.00, -6.36], [17.61, 26.07, -8.32], [16.65, 27.49, -8.61], [15.54, 24.26, -8.61], [15.05, 25.88, -9.32], [14.01, 25.05, -8.11], [11.67, 25.15, -5.16], [11.25, 26.50, -5.39], [11.49, 27.03, -6.71], [12.75, 27.97, -6.71], [12.54, 29.05, -5.75], [11.90, 30.18, -6.45], [12.11, 31.50, -5.64], [11.55, 31.50, -4.38], [11.53, 32.71, -3.63], [12.71, 24.90, -5.39], [11.13, 24.48, -5.82], [11.49, 24.72, -4.17], [10.59, 27.56, -7.03], [11.81, 26.24, -7.39], [13.15, 28.30, -7.66], [13.56, 27.37, -6.29], [11.93, 28.77, -4.99], [10.85, 29.92, -6.65], [12.25, 30.33, -7.47], [11.64, 32.32, -6.19], [13.15, 31.73, -5.43], [11.31, 32.39, -2.61], [10.66, 33.18, -4.09], [12.44, 33.31, -3.62], [15.96, 35.60, -12.41], [15.90, 35.53, -11.03], [16.84, 36.33, -10.38], [16.91, 36.24, -8.86], [15.66, 36.80, -8.35], [15.46, 36.49, -6.95], [14.01, 36.70, -6.40], [13.10, 35.63, -6.53], [12.38, 35.58, -7.75], [16.92, 35.46, -12.91], [15.73, 36.65, -12.58], [15.11, 35.06, -12.81], [16.63, 37.35, -10.70], [17.87, 36.10, -10.66], [17.83, 36.69, -8.47], [16.80, 35.21, -8.54], [15.01, 36.18, -8.80], [16.04, 37.20, -6.35], [15.87, 35.56, -6.56], [13.72, 37.69, -6.75], [14.30, 36.75, -5.35], [13.02, 35.58, -8.63], [11.66, 36.40, -7.77], [11.73, 34.70, -7.79], [14.85, 28.25, -11.34], [13.66, 27.99, -10.65], [12.49, 27.97, -11.49], [11.16, 28.28, -10.74], [10.90, 29.73, -10.78], [10.07, 30.26, -9.72], [10.18, 31.86, -9.41], [9.80, 32.62, -10.64], [10.08, 34.04, -10.63], [15.57, 28.28, -10.52], [14.80, 29.19, -11.88], [15.13, 27.51, -12.09], [12.44, 26.93, -11.81], [12.54, 28.47, -12.46], [11.23, 27.96, -9.69], [10.39, 27.66, -11.19], [11.72, 30.24, -11.06], [10.49, 29.81, -8.82], [9.01, 30.04, -9.89], [11.22, 32.00, -9.13], [9.44, 31.96, -8.61], [9.77, 34.45, -11.59], [11.12, 34.35, -10.53], [9.59, 34.49, -9.77], [5.88, 31.76, 0.46], [7.03, 31.86, -0.37], [8.16, 31.09, 0.15], [9.13, 30.83, -1.00], [8.54, 29.83, -1.91], [9.01, 29.97, -3.30], [8.28, 29.03, -4.22], [6.92, 29.39, -4.46], [6.26, 28.74, -5.52], [6.06, 31.87, 1.53], [5.42, 30.79, 0.26], [5.13, 32.52, 0.27], [7.72, 30.19, 0.60], [8.75, 31.65, 0.87], [10.13, 30.57, -0.67], [9.33, 31.81, -1.44], [7.53, 29.93, -1.83], [10.06, 29.68, -3.30], [8.74, 30.97, -3.63], [8.31, 28.03, -3.80], [8.76, 28.94, -5.19], [5.87, 27.79, -5.17], [6.84, 28.74, -6.44], [5.39, 29.36, -5.75], [10.39, 23.59, -2.26], [9.87, 23.51, -3.06], [10.46, 22.70, -1.93], [6.61, 31.32, -7.52], [6.57, 30.65, -8.20], [5.71, 31.43, -7.23], [16.01, 25.74, -0.78], [15.21, 25.35, -1.13], [15.94, 26.67, -1.01], [13.75, 24.30, -2.58], [12.93, 24.06, -2.15], [14.11, 23.47, -2.89], [10.97, 20.20, -2.66], [11.60, 20.58, -2.04], [10.14, 20.23, -2.19]], "max_force_ev_per_a": 7.3, "homo_ev": -8.02, "de_lowest_kcal_mol": 0.0, "energy_ha": -7288.13836, "gap_ev": 8.17}